No. 1
{
  "formula": "C24H36N9O5S3Sn",
  "method": "ωB97M-V with the def2-TZVPD basis set",
  "symbols": ["Sn", "S", "S", "S", "O", "O", "O", "O", "O", "N", "N", "N", "N", "N", "N", "N", "N", "N", "C", "C", "C", "C", "C", "C", "C", "C", "C", "C", "C", "C", "C", "C", "C", "C", "C", "C", "C", "C", "C", "C", "C", "C", "H", "H", "H", "H", "H", "H", "H", "H", "H", "H", "H", "H", "H", "H", "H", "H", "H", "H", "H", "H", "H", "H", "H", "H", "H", "H", "H", "H", "H", "H", "H", "H", "H", "H", "H", "H"],
  "positions_angstrom": [[-0.354, -0.413, -0.327], [-1.536, 3.201, -3.693], [-3.248, -0.492, -0.369], [-0.756, 0.351, -4.010], [1.622, -2.788, 0.621], [-0.953, -1.488, 1.753], [-2.665, 4.870, -0.384], [-0.650, 1.363, 0.858], [1.404, -0.280, 1.547], [2.064, 0.282, -1.743], [2.126, 2.534, -1.286], [-1.034, -1.404, 4.003], [-1.468, 2.605, -0.905], [-5.185, -1.487, -1.824], [3.853, -2.629, 0.200], [-1.840, -2.714, -1.923], [-1.030, 1.537, -1.665], [-3.184, -2.486, -2.190], [-0.435, 1.430, -5.429], [5.005, -1.770, -0.047], [0.967, -0.569, 2.856], [-2.396, -1.921, 4.036], [-2.434, 4.575, 0.905], [-1.272, 2.394, 0.376], [3.915, -3.971, -0.357], [2.514, -0.787, -2.407], [2.594, 1.477, -2.009], [-2.028, 4.096, 3.634], [3.602, 1.636, -2.977], [-1.093, 1.691, -2.927], [2.686, -0.722, 1.171], [-1.577, 3.196, 2.694], [4.055, 0.522, -3.642], [-3.871, -1.535, -1.527], [-2.688, 5.249, 3.205], [-0.426, -1.199, 2.830], [-1.460, 2.549, -5.386], [2.663, -2.150, 0.635], [3.509, -0.733, -3.357], [-1.764, 3.411, 1.324], [-2.889, 5.484, 1.862], [-0.460, -1.093, 5.303], [0.909, 0.374, 3.408], [-1.331, -2.853, -2.786], [-5.568, -1.967, -2.622], [-2.787, -1.976, 3.026], [-3.402, 6.370, 1.514], [4.793, -4.484, 0.035], [4.008, 2.619, -3.182], [3.393, -0.646, 2.003], [-2.447, 2.192, -5.675], [-1.872, 3.915, 4.689], [5.892, -2.397, -0.112], [0.565, -0.753, 5.225], [-1.048, -0.314, 5.792], [0.582, 1.814, -5.354], [3.018, -0.044, 0.383], [-0.476, -1.982, 5.934], [4.904, -1.218, -0.986], [-3.699, -3.169, -2.728], [-3.018, -1.251, 4.631], [-1.170, 3.374, -6.036], [4.838, 0.618, -4.384], [3.984, -3.941, -1.448], [5.165, -1.062, 0.764], [3.843, -1.625, -3.868], [3.020, -4.515, -0.073], [2.371, 3.474, -1.535], [-2.324, 4.122, -0.923], [1.340, 2.394, -0.673], [2.030, -1.728, -2.151], [-2.410, -2.913, 4.490], [-1.714, -3.502, -1.298], [-3.048, 5.968, 3.930], [-1.064, 2.293, 2.995], [-5.719, -0.734, -1.427], [1.662, -1.235, 3.372], [-0.532, 0.828, -6.331]],
  "e_lumo_ev": -1.89,
  "relative_energy_kcal_mol": 10.8,
  "gap_ev": 7.98,
  "fmax_ev_per_a": 0.5,
  "e_homo_ev": -9.87,
  "total_charge": 1
}

=====

No. 2
{
  "formula": "C24H36NO21",
  "method": "ωB97M-V with the def2-TZVPD basis set",
  "symbols": ["O", "O", "O", "O", "O", "O", "O", "O", "O", "O", "O", "O", "O", "O", "O", "O", "O", "O", "O", "O", "O", "N", "C", "C", "C", "C", "C", "C", "C", "C", "C", "C", "C", "C", "C", "C", "C", "C", "C", "C", "C", "C", "C", "C", "C", "C", "H", "H", "H", "H", "H", "H", "H", "H", "H", "H", "H", "H", "H", "H", "H", "H", "H", "H", "H", "H", "H", "H", "H", "H", "H", "H", "H", "H", "H", "H", "H", "H", "H", "H", "H", "H"],
  "positions_angstrom": [[1.255, -5.411, 2.787], [1.118, 2.307, 4.309], [1.332, 2.623, 6.512], [4.148, 3.292, -1.033], [0.089, 1.070, 5.706], [3.150, -4.360, 2.714], [-4.495, -3.438, -2.785], [2.626, 1.633, -0.835], [-4.293, -1.401, -2.074], [-4.925, -2.876, -0.689], [-0.857, -1.069, -4.874], [0.603, -0.159, -6.308], [0.357, -1.162, 1.225], [2.938, -6.107, 4.072], [-0.402, -1.290, -0.696], [-1.756, 6.440, -1.295], [-1.011, 0.415, 0.464], [0.113, 5.404, -0.577], [-1.463, 4.144, -1.296], [-0.303, 1.024, -4.679], [4.374, 1.337, -2.129], [-0.404, -0.755, 0.398], [3.726, 2.185, -1.325], [-2.326, 2.004, -3.711], [-1.834, -0.521, -3.906], [-0.243, 0.545, 4.393], [-4.224, -0.695, -0.901], [-0.114, -0.062, -5.311], [4.647, -0.930, -1.142], [-0.524, 3.320, -0.675], [-3.661, -2.233, 1.169], [3.732, 0.029, -2.021], [-1.813, 0.497, 4.218], [-4.549, -2.608, -1.869], [-1.156, 5.388, -0.950], [1.085, -4.230, 1.953], [2.355, 0.448, -1.482], [2.440, -3.733, 1.693], [-4.765, -1.847, 0.136], [2.474, -5.379, 3.246], [0.662, 4.234, -0.485], [0.913, 2.022, 5.595], [-1.293, 0.895, -3.748], [3.076, -4.013, 0.243], [1.366, 4.113, 0.893], [0.491, 1.519, 3.469], [-5.636, -1.337, 0.827], [1.279, 0.865, 2.827], [0.602, -4.501, 1.017], [-2.962, 1.983, -4.664], [5.547, -0.734, -1.542], [0.541, 4.156, 1.557], [-2.848, -0.444, -4.331], [2.482, -2.661, 1.966], [0.541, -3.523, 2.653], [-0.125, 1.895, 2.781], [-1.729, 0.201, 3.000], [2.396, -3.399, -0.437], [-2.143, -0.394, 4.841], [2.067, 4.880, 1.094], [2.179, -0.390, -1.070], [-3.893, -3.033, 1.646], [-1.886, 2.944, -3.538], [0.329, -0.339, 4.288], [-2.607, -2.347, 0.736], [4.661, -0.613, -0.189], [4.281, -1.937, -1.238], [-3.033, 1.523, -2.906], [1.740, 3.238, 0.973], [-3.574, -1.459, 1.741], [3.575, -0.162, -3.284], [-0.236, 2.388, -1.196], [2.933, -5.133, 0.121], [-1.842, -1.035, -2.959], [1.463, 0.658, -2.164], [-3.286, -0.208, -0.494], [-0.802, 0.889, -2.696], [4.104, -3.584, 0.020], [-4.836, 0.154, -1.250], [1.280, 4.167, -1.284], [-2.381, 1.529, 4.211], [-0.810, 3.136, 0.509]],
  "e_lumo_ev": 2.08,
  "relative_energy_kcal_mol": 66.3,
  "gap_ev": 9.27,
  "fmax_ev_per_a": 8.5,
  "e_homo_ev": -7.19,
  "total_charge": -1
}

=====

No. 3
{
  "formula": "C24H36O18",
  "method": "ωB97M-V with the def2-TZVPD basis set",
  "symbols": ["O", "O", "O", "O", "O", "O", "O", "O", "O", "O", "O", "O", "O", "O", "O", "O", "O", "O", "C", "C", "C", "C", "C", "C", "C", "C", "C", "C", "C", "C", "C", "C", "C", "C", "C", "C", "C", "C", "C", "C", "C", "C", "H", "H", "H", "H", "H", "H", "H", "H", "H", "H", "H", "H", "H", "H", "H", "H", "H", "H", "H", "H", "H", "H", "H", "H", "H", "H", "H", "H", "H", "H", "H", "H", "H", "H", "H", "H"],
  "positions_angstrom": [[-8.580, 7.985, 5.213], [-3.198, 10.016, 2.374], [-8.499, 5.910, 4.259], [-7.625, 11.244, 6.390], [-7.576, 11.216, 4.212], [-1.745, 7.790, 2.936], [-1.105, 9.505, 6.096], [-3.975, 10.386, -1.750], [-1.107, 5.830, 2.083], [-4.748, 8.373, -1.810], [-0.791, 11.541, 5.512], [-9.687, 7.607, 3.155], [-2.486, 5.849, 3.981], [-7.701, 13.169, 5.538], [-6.198, 10.070, -1.643], [-1.623, 11.640, 2.304], [-3.808, 12.084, 1.775], [0.967, 10.302, 5.765], [-0.234, 10.458, 5.760], [-1.053, 8.022, 1.749], [-0.291, 6.760, 1.320], [-5.204, 9.139, 3.024], [-7.653, 11.849, 5.307], [-2.142, 11.452, 5.832], [-5.055, 9.714, -1.668], [-2.918, 9.599, -2.356], [-7.672, 7.200, 5.898], [-2.782, 11.224, 2.103], [-7.735, 5.680, 5.442], [-5.081, 11.364, 1.819], [-7.249, 13.459, 6.834], [-2.461, 9.990, 5.725], [-3.389, 9.337, 6.870], [-3.073, 7.033, -2.890], [-1.772, 6.435, 3.136], [-3.370, 8.246, -1.850], [-4.527, 9.955, 1.986], [-6.471, 11.683, 8.499], [-7.912, 7.599, 7.336], [-0.671, 6.472, -0.166], [-7.605, 12.153, 7.517], [-8.916, 7.204, 4.105], [-6.173, 13.621, 6.780], [-6.738, 7.685, 5.616], [-1.980, 9.787, -1.833], [-0.465, 7.219, -0.932], [-4.519, 9.379, 1.061], [-3.414, 6.013, -2.711], [-6.196, 8.843, 2.684], [-3.285, 8.254, 6.799], [-6.711, 5.307, 5.432], [-8.966, 7.679, 7.600], [-2.428, 11.775, 6.833], [-3.024, 9.368, 7.897], [0.773, 6.860, 1.537], [-7.475, 8.587, 7.483], [-8.253, 5.128, 6.226], [-2.994, 8.131, -0.834], [-4.464, 9.510, 6.822], [-0.245, 5.545, -0.549], [-5.387, 9.552, 4.016], [-7.309, 6.997, 8.016], [-4.725, 8.174, 3.189], [-5.665, 11.823, 2.617], [-1.747, 6.302, -0.216], [-2.691, 9.606, 4.731], [-2.681, 12.034, 5.085], [-6.191, 10.643, 8.666], [-0.271, 8.727, 2.033], [-5.562, 11.679, 0.893], [-2.802, 9.550, -3.439], [-1.984, 7.000, -2.845], [-5.523, 12.015, 8.075], [-1.668, 8.548, 1.019], [-8.649, 12.151, 7.832], [-6.692, 11.973, 9.526], [-7.775, 14.240, 7.383], [-3.291, 7.258, -3.934]],
  "e_lumo_ev": [1.71, 1.67],
  "relative_energy_kcal_mol": 53.4,
  "spin_multiplicity": 2,
  "gap_ev": [1.30, 9.69],
  "fmax_ev_per_a": 6.7,
  "e_homo_ev": [0.42, -8.02],
  "total_charge": -1
}

=====

Number 1: E -3213.906835 hartree. Number 2: E -2570.660334 hartree. Number 3: E -2290.312306 hartree.